# 1
DFT (the ωB97M-V functional and the def2-TZVPD basis) results for a structure of composition C36H50CsGeN7O5.

Output
HOMO	-5.16	eV
LUMO level	-0.01	eV

CARTESIAN COORDINATES (ANGSTROEM)
Cs: -0.37279 0.74968 -0.50737
C: -0.41958 -1.56908 4.62118
O: -1.77816 -1.51908 4.15856
C: -1.72132 -0.87615 2.95903
N: -0.63058 -0.33427 2.61723
C: 0.29510 -0.52327 3.74593
C: 1.69702 -0.95842 3.39110
C: 2.57284 -1.24487 4.44135
C: 3.85078 -1.71669 4.19348
C: 4.27769 -1.90192 2.88220
C: 3.41796 -1.60375 1.83780
C: 2.13168 -1.13047 2.08550
C: -3.00972 -0.89218 2.21908
C: -4.03383 -1.71958 2.67277
C: -5.23931 -1.70870 1.99659
C: -5.38005 -0.88147 0.89831
C: -4.29099 -0.10833 0.51363
N: -3.12781 -0.10126 1.15795
C: -4.39410 0.73015 -0.70596
N: -3.43024 1.23334 -1.35016
C: -3.99530 1.91172 -2.52453
C: -5.52471 1.73983 -2.34500
O: -5.65460 0.91706 -1.16664
C: -3.49075 1.33253 -3.82575
C: -3.28952 -0.03545 -3.97049
C: -2.90745 -0.55948 -5.19612
C: -2.72335 0.27888 -6.28699
C: -2.90881 1.64577 -6.14452
C: -3.28878 2.16813 -4.91681
H: -0.02794 -2.57213 4.44018
H: -0.41068 -1.35235 5.68655
H: 0.35257 0.43842 4.27313
H: 2.24565 -1.10544 5.46703
H: 4.51121 -1.94678 5.02027
H: 5.27053 -2.28449 2.68214
H: 3.72524 -1.75758 0.81051
H: 1.48366 -0.93599 1.23956
H: -3.87415 -2.34921 3.53435
H: -6.05629 -2.34014 2.31900
H: -6.29841 -0.83587 0.33268
H: -3.71509 2.96604 -2.48404
H: -5.99081 1.21820 -3.17871
H: -6.04393 2.67895 -2.15881
H: -3.41728 -0.69570 -3.12095
H: -2.74172 -1.62467 -5.29334
H: -2.42450 -0.13245 -7.24300
H: -2.75101 2.30757 -6.98660
H: -3.42243 3.23835 -4.80358
N: 3.60142 2.00750 -0.87647
C: 3.56506 2.08792 0.58612
C: 4.91297 2.48965 1.19625
C: 4.93160 2.86125 2.68352
C: 4.16809 1.91849 3.61901
N: 2.72306 2.15564 3.61707
C: 2.15552 3.27881 4.04099
N: 2.77449 4.04866 4.95881
N: 0.94014 3.58643 3.60135
C: 2.42797 3.05742 0.95253
O: 2.67720 4.26460 1.00296
O: 1.30870 2.50198 1.23089
H: 4.37005 1.41807 -1.17831
H: 3.76690 2.93523 -1.25444
H: 3.27870 1.09759 0.94957
H: 5.29244 3.34776 0.63695
H: 5.60779 1.65946 1.02366
H: 4.52967 3.87143 2.79333
H: 5.97246 2.89641 3.01593
H: 4.53761 1.99481 4.64530
H: 4.30232 0.87498 3.33502
H: 2.18511 1.68268 2.89228
H: 3.72700 3.84454 5.20190
H: 2.48315 5.00494 5.05621
H: 0.76352 3.24977 2.61871
H: 0.55274 4.47346 3.87504
C: 0.91807 -0.27640 -5.44349
C: 0.90928 0.18216 -4.00955
C: 1.91017 -0.43759 -3.07392
O: 0.11605 1.01721 -3.62181
H: 1.89791 -0.07657 -5.88374
H: 0.13867 0.23132 -6.00577
H: 0.76304 -1.35727 -5.47523
H: 2.66063 -1.02516 -3.60209
H: 1.38535 -1.09565 -2.36264
H: 2.38943 0.34981 -2.48805
C: -1.05640 -5.36712 -1.38160
Ge: -0.89254 -3.38873 -1.48999
C: -0.63734 -3.03545 -3.42489
C: -2.72187 -2.73114 -1.09759
C: 0.38214 -2.45425 -0.43624
H: -1.83524 -5.74631 -2.04858
H: -1.29772 -5.66853 -0.36000
H: -0.11003 -5.83936 -1.65356
H: -1.31422 -3.63448 -4.03939
H: 0.38842 -3.26823 -3.72228
H: -0.82413 -1.97937 -3.63433
H: -3.45775 -3.16781 -1.77803
H: -2.75573 -1.64437 -1.19970
H: -3.01308 -2.98317 -0.07408
H: 1.37499 -2.91895 -0.52515
H: 0.08029 -2.53155 0.61978



# 2
DFT (the ωB97M-V functional and the def2-TZVPD basis) results for a structure of composition C20H23P2SW.

Output
HOMO	-11.03	eV
charge	+1
LUMO level	-4.33	eV

CARTESIAN COORDINATES (ANGSTROEM)
W: 0.13877 -0.74897 0.75920
C: 0.21585 2.06036 3.05093
P: -0.18365 1.57487 1.34176
C: -1.84099 2.31030 1.11622
C: 0.90817 2.63858 0.32559
C: 0.93856 4.01878 0.49737
C: 1.75741 4.81143 -0.28752
C: 2.55738 4.23409 -1.26119
C: 2.55422 2.86156 -1.43293
C: 1.73795 2.05963 -0.64092
P: 1.78187 0.24151 -0.77962
C: 1.76547 -0.12717 -2.57160
C: 3.49990 -0.13530 -0.27981
H: 0.08149 3.13210 3.19427
H: 1.24734 1.77941 3.26656
H: -0.44077 1.51061 3.72707
H: -1.80068 3.39104 1.24965
H: -2.49972 1.88291 1.87255
H: -2.23129 2.08184 0.12433
H: 0.32352 4.48417 1.25118
H: 1.77658 5.88004 -0.13825
H: 3.18970 4.85231 -1.87954
H: 3.19698 2.42021 -2.18404
H: 2.62401 0.32245 -3.06570
H: 0.84603 0.24842 -3.02117
H: 1.81287 -1.20884 -2.70090
H: 4.20035 0.42990 -0.89855
H: 3.69080 -1.20317 -0.40204
H: 3.63589 0.12975 0.77153
S: 0.96049 -1.18451 2.80839
C: -0.97910 -5.05596 -1.26095
C: 0.06291 -4.23495 -0.79210
C: -0.23813 -3.06622 -0.14374
C: -1.59312 -2.66899 0.03847
C: -1.86523 -1.44086 0.71051
C: -3.17503 -1.10224 0.93869
C: -4.22077 -1.93395 0.49984
C: -3.96568 -3.09364 -0.18390
C: -2.63929 -3.50549 -0.43199
C: -2.29005 -4.71131 -1.07889
H: -0.72607 -5.98380 -1.74792
H: 1.08719 -4.55211 -0.93028
H: 0.61842 -2.48869 0.34585
H: -3.42469 -0.19671 1.47262
H: -5.23836 -1.63993 0.70634
H: -4.77871 -3.70966 -0.53534
H: -3.07878 -5.36380 -1.42006



# 3
DFT (the ωB97M-V functional and the def2-TZVPD basis) results for a structure of composition C11H14N4O.

Output
HOMO	-8.15	eV
LUMO level	0.65	eV

CARTESIAN COORDINATES (ANGSTROEM)
C: -3.44849 -1.01445 1.22961
C: -3.98500 -0.58432 -0.17021
C: -2.98189 -0.35147 -1.34957
O: -2.23600 0.64543 -1.20378
C: -1.05322 0.40784 -0.71889
C: -0.48204 1.71740 -0.31738
C: 0.73071 1.72558 0.38354
C: 1.43032 0.70822 0.50746
C: 0.75712 -0.49928 0.32834
C: -0.40104 -0.63023 -0.17476
H: -0.95772 -1.35117 -0.28277
H: 1.19672 -1.34304 0.61933
C: 2.84758 0.53671 1.14444
C: 3.81472 0.20735 0.34592
N: 4.53832 0.78446 -0.66852
N: 5.11083 -0.19154 -1.06175
N: 4.88554 -1.52287 -0.72233
N: 3.94870 -1.26296 0.23909
H: 5.95537 0.12878 -1.98466
H: 2.79945 0.17771 2.29444
H: 3.07772 1.74010 1.37925
H: 1.18791 2.90254 0.51278
H: -0.93087 2.82047 -0.63376
H: -3.75765 -0.19874 -2.07429
H: -2.57531 -1.19758 -1.69554
H: -4.54053 0.41567 -0.03771
H: -4.89088 -1.48235 -0.46597
H: -4.21821 -0.91481 1.89270
H: -3.11691 -2.03022 1.15211
H: -2.70523 -0.34323 1.53292



# 4
DFT (the ωB97M-V functional and the def2-TZVPD basis) results for a cluster of 2 separate species, C24H12BF6N4O5 in total.

Output
HOMO	-4.80	eV
charge	-1
LUMO level	1.44	eV

CARTESIAN COORDINATES (ANGSTROEM)
F: -0.70561 -5.29305 2.65269
C: -1.71518 -5.54901 3.52836
C: -2.04101 -6.88901 3.69975
C: -3.10593 -7.25407 4.50430
C: -3.81994 -6.25439 5.12808
C: -3.47533 -4.92395 4.93243
F: -4.29321 -3.98998 5.47761
C: -2.48431 -4.53109 4.05421
B: -2.32469 -2.98520 3.70267
C: -1.25810 -2.58391 2.60362
C: 0.01391 -2.04986 2.77726
F: 0.49797 -1.91907 4.05787
C: 0.83647 -1.67394 1.71346
C: 0.37652 -1.83064 0.39893
C: -0.89151 -2.37117 0.17336
C: -1.64658 -2.73511 1.27577
F: -2.82332 -3.39132 0.99096
C: -3.66084 -2.20070 3.40976
C: -3.68547 -0.80849 3.53760
F: -2.51471 -0.16375 3.78470
C: -4.82310 -0.00862 3.35842
C: -6.02867 -0.61896 2.97830
C: -6.02549 -1.99561 2.72921
C: -4.86380 -2.74168 2.96212
F: -4.97318 -4.09378 2.71735
H: -1.79124 -2.30539 5.07216
H: -1.48529 -7.64231 3.12974
H: -3.32911 -8.27819 4.67576
H: -4.71168 -6.47200 5.72959
H: 1.83469 -1.31695 1.95382
H: 1.00628 -1.49939 -0.42357
H: -1.27374 -2.51580 -0.82216
H: -4.72706 1.05856 3.52794
H: -6.95184 -0.03225 2.94300
H: -6.91910 -2.50098 2.35952
O: 2.92807 0.30773 7.70387
N: 1.78320 0.76670 7.59616
O: 1.52405 1.97514 7.86578
C: 0.67764 -0.08920 7.19485
C: -0.61024 0.41382 6.93875
C: -1.62861 -0.45336 6.55313
N: -2.95933 0.07649 6.41174
O: -3.14221 1.27973 6.28083
O: -3.90940 -0.74642 6.41765
C: -1.51835 -1.91377 6.24294
C: -0.20314 -2.37547 6.68356
N: 0.20213 -3.64597 6.79671
O: 1.52411 -3.53140 7.34065
N: 1.90326 -2.25327 7.59153
C: 0.86783 -1.49385 7.11534
H: -0.79797 1.47679 7.09764
H: -2.36119 -2.51531 6.75815



# 5
DFT (the ωB97M-V functional and the def2-TZVPD basis) results for the molecule C4H6O2.

Output
HOMO	-9.81	eV
LUMO level	0.93	eV
SMILES	O=CCCC=O

CARTESIAN COORDINATES (ANGSTROEM)
O: 1.93336 -0.36721 -0.85852
C: 1.38470 0.59495 -0.37056
C: 0.39812 0.45226 0.77945
C: -0.52648 -0.71494 0.44692
C: -1.30147 -0.32786 -0.79215
O: -0.92739 0.55022 -1.53613
H: 1.58410 1.62588 -0.72904
H: -0.16848 1.38093 0.90970
H: 0.97484 0.27557 1.69601
H: 0.10029 -1.58360 0.19984
H: -1.20438 -1.02315 1.25173
H: -2.24721 -0.86304 -0.99725



# 6
DFT (the ωB97M-V functional and the def2-TZVPD basis) results for a cluster of 4 separate species, C22H51INO16P3 in total.

Output
HOMO	-9.46	eV
LUMO level	-0.58	eV
SMILES	CCOP(=O)(OCC)OCC.CCOP(=O)(OCC)OCC.CCOP(=O)(OCC)OCC.O=C(O)CCOC(=O)NI

CARTESIAN COORDINATES (ANGSTROEM)
C: 3.93921 1.26245 0.34887
C: 2.59151 1.48126 1.01387
O: 1.59640 1.93840 0.09081
P: 0.96155 0.88691 -0.97921
O: 0.10527 -0.02398 -0.17356
O: -0.17234 1.85253 -1.67532
C: -1.53885 1.44300 -1.71999
C: -2.30752 2.02392 -0.55151
O: 2.02857 1.25148 -2.17443
C: 2.08299 0.38409 -3.33510
C: 0.84892 0.49806 -4.21046
H: 3.90003 0.42714 -0.35412
H: 4.70128 1.04046 1.09713
H: 4.23885 2.14571 -0.21447
H: 2.24792 0.56562 1.50410
H: 2.68111 2.25302 1.77748
H: -1.61828 0.35644 -1.74402
H: -1.95818 1.81023 -2.65927
H: -1.76513 1.89044 0.38410
H: -3.29239 1.56152 -0.46108
H: -2.44570 3.09845 -0.68276
H: 2.23231 -0.64850 -3.01074
H: 2.96502 0.68295 -3.89998
H: -0.01721 0.03894 -3.73120
H: 1.00476 -0.01157 -5.16163
H: 0.60364 1.54123 -4.40241
C: 8.09358 0.86772 4.33111
C: 6.70953 1.29334 3.87142
O: 5.67260 0.52938 4.49121
P: 5.30439 0.81325 6.05509
O: 4.63110 2.13875 6.06380
O: 4.02512 -0.19837 6.22599
C: 2.76639 0.28017 6.70795
C: 1.83810 0.62241 5.56142
O: 6.31643 -0.34665 6.63440
C: 6.59873 -0.37274 8.05539
C: 5.40647 -0.81101 8.88653
H: 8.24929 1.11017 5.38457
H: 8.86330 1.37630 3.74914
H: 8.22029 -0.20896 4.22469
H: 6.54794 2.35886 4.06181
H: 6.61417 1.12926 2.79824
H: 2.90511 1.13344 7.37177
H: 2.32844 -0.51977 7.30870
H: 2.33632 1.22314 4.80098
H: 0.96216 1.16498 5.92000
H: 1.49762 -0.28887 5.06728
H: 6.95103 0.61085 8.37469
H: 7.41863 -1.07665 8.19021
H: 4.63765 -0.03664 8.91241
H: 5.71238 -1.00690 9.91481
H: 4.95351 -1.70969 8.47194
C: -5.56064 -0.02267 -7.22848
C: -5.07929 -0.51896 -5.87585
O: -4.51948 -1.83363 -5.94720
P: -3.04517 -2.03425 -6.61024
O: -2.08980 -1.45416 -5.62956
O: -2.86594 -3.64045 -6.31767
C: -1.72322 -4.13711 -5.62058
C: -2.01265 -4.30509 -4.14168
O: -3.61841 -2.35190 -8.11723
C: -2.68373 -2.37442 -9.22462
C: -1.74980 -3.57032 -9.18393
H: -4.72171 0.13837 -7.90931
H: -6.09562 0.92161 -7.12113
H: -6.21978 -0.75406 -7.69451
H: -4.34682 0.17199 -5.44721
H: -5.92112 -0.57976 -5.18725
H: -0.86017 -3.49102 -5.78254
H: -1.47919 -5.10745 -6.05894
H: -2.50008 -3.42440 -3.72554
H: -1.09231 -4.49369 -3.58661
H: -2.68867 -5.14633 -3.98172
H: -2.11578 -1.44144 -9.24078
H: -3.28600 -2.40967 -10.13105
H: -1.01419 -3.46922 -8.38353
H: -1.20449 -3.65796 -10.12417
H: -2.30422 -4.49000 -9.00631
O: -6.68388 3.46720 1.45257
C: -6.05691 2.49196 1.74855
O: -5.64272 1.65593 0.74325
C: -5.71724 2.18869 3.19607
C: -5.58801 0.68387 3.50326
O: -4.89301 0.37685 4.70214
C: -3.56353 0.65496 4.74423
O: -3.00291 0.48590 5.79126
N: -2.85121 1.14939 3.65043
I: -1.97421 2.95466 3.94356
H: -5.86932 0.74412 0.94724
H: -6.56863 2.55329 3.76072
H: -4.86096 2.75554 3.54728
H: -5.20013 0.11647 2.65450
H: -6.60288 0.31862 3.63156
H: -3.30023 1.05258 2.75040